[1]
111
Properties=species:S:1:pos:R:3:forces:R:3 method="wB97M-V/def2-TZVPD" total_energy_ha=-5464.86346 spin_multiplicity=1 homo_ev=-10.9 lumo_energy_ev=-3.034 total_charge=+1 homo_lumo_gap_ev=7.9 de_lowest_kcal_mol=146.0
C 5.253325 -7.422138 1.321528 -1.8 1.0 -0.4
C 4.159551 -6.622708 0.982450 1.8 -0.4 0.3
C 4.424760 -5.274761 0.176807 1.5 -1.2 0.0
O 5.479136 -5.194721 -0.466763 -2.9 0.4 1.4
O 3.431606 -4.279501 0.219466 1.3 -2.0 -1.4
C 3.408119 -3.555004 -1.045402 -0.9 1.4 -0.5
C 1.930768 -2.963266 -1.305718 0.2 0.4 0.5
C 1.997170 -1.651708 -2.262085 0.3 -1.0 0.8
C 1.167760 -1.815553 -3.618739 1.1 0.8 -0.4
C 0.374635 -0.478120 -4.044987 -1.2 -1.3 0.0
C -1.115034 -0.533694 -3.399029 0.9 -0.9 -0.5
N -1.640471 0.831847 -3.063891 -0.3 0.1 2.0
B -1.879589 1.920781 -4.119029 -1.5 1.7 -1.7
O -3.195831 1.898474 -4.732549 2.2 -0.9 0.8
N -0.891781 2.962789 -4.477531 -1.5 -0.7 -0.5
C -0.165524 2.559640 -5.741467 0.0 0.0 -0.4
C -1.570641 4.263704 -4.832086 0.6 1.1 -0.3
C -1.931508 1.183653 -1.833683 -0.3 0.3 3.7
N -1.810836 0.418554 -0.612211 -1.0 -0.4 -0.9
C -2.616568 -0.811716 -0.427000 -0.5 -1.4 -1.2
C -3.372229 -0.962643 0.961858 0.2 0.4 0.0
C -2.466181 -1.480993 2.169490 -0.9 -0.1 0.5
C -1.733920 -2.868203 1.903102 -1.0 -0.2 0.2
S -0.233659 -3.055841 3.008544 6.0 1.3 -1.4
O 0.171554 -1.773157 3.664976 -2.5 -2.7 -0.4
O 0.925943 -3.484808 2.136683 -3.9 0.1 1.7
O -0.488641 -4.268738 4.121322 -0.2 2.0 -0.9
C -1.349410 1.217465 0.530601 -0.1 1.6 -3.0
Br 0.550794 0.586950 0.728436 -1.0 0.6 0.7
C -1.530463 2.701594 -0.144081 1.0 1.0 0.7
C -2.108573 3.565154 1.069982 -0.2 -0.2 -0.1
C -0.240234 3.399637 -0.770180 0.2 0.6 0.7
C 0.793729 4.001839 0.296014 1.1 0.1 -1.3
C 0.841370 5.599490 0.173907 0.0 -0.7 0.6
N 1.253187 6.062025 -1.186777 -0.3 0.2 0.6
N -2.412654 2.506892 -1.352166 0.6 -1.2 -1.0
C -3.885626 2.386761 -1.074944 -0.8 -0.7 -0.4
B -4.715877 3.753009 -1.335969 -1.3 1.8 -0.1
O -4.289278 4.827191 -2.209326 0.4 -1.5 2.3
O -5.971595 3.971914 -0.636632 2.7 -0.3 -0.1
H 5.043941 -8.434072 1.805430 0.5 1.6 -0.7
H 6.325579 -7.100118 1.138316 -1.6 -0.5 0.1
H 3.126243 -6.980233 1.255302 1.2 0.8 -0.5
H 4.124651 -2.671096 -0.958475 -0.8 -1.3 -0.3
H 3.685807 -4.217698 -1.920619 0.0 0.7 1.2
H 1.473406 -2.664847 -0.295574 0.8 -0.5 -1.3
H 1.229767 -3.731771 -1.757224 1.0 0.7 0.5
H 1.639411 -0.786510 -1.620867 0.3 -0.8 -1.0
H 3.115626 -1.494450 -2.460091 -1.7 0.1 0.0
H 1.924367 -2.014222 -4.457489 -1.1 0.2 1.1
H 0.501634 -2.734670 -3.582445 0.5 1.3 0.0
H 0.222002 -0.548255 -5.167449 0.5 0.5 1.3
H 0.890643 0.471837 -3.710143 -0.4 -1.2 -0.5
H -1.861415 -1.010408 -4.111091 1.0 0.6 0.8
H -1.030844 -1.218994 -2.502598 -0.4 1.3 -0.7
H -3.168113 1.410952 -5.580899 -0.3 0.5 0.4
H -0.225394 1.442541 -5.938170 0.4 1.3 0.3
H -0.717967 3.062194 -6.609168 1.0 -0.8 1.0
H 0.904038 2.931168 -5.671043 -1.3 -0.6 -0.3
H -2.361816 4.144080 -5.644384 0.8 0.1 1.2
H -1.972499 4.811137 -3.924178 0.3 -0.9 -1.1
H -0.750259 4.921373 -5.290222 -1.1 -0.8 0.8
H -1.953622 -1.712561 -0.682923 -1.0 1.0 0.7
H -3.427563 -0.810707 -1.241601 1.1 0.0 1.1
H -3.762420 0.070773 1.266658 0.4 -1.4 -0.4
H -4.311970 -1.591832 0.790007 1.5 0.6 0.3
H -1.777287 -0.643687 2.492402 -0.4 -1.3 -0.5
H -3.178845 -1.656001 3.051501 1.1 0.3 -1.2
H -2.467870 -3.725064 2.088900 1.2 1.1 0.0
H -1.341714 -3.013576 0.851330 -0.1 0.3 1.4
H -0.114867 -3.914770 4.963877 -0.3 -0.2 -0.5
H -1.968605 1.331567 1.465202 1.0 -1.4 -0.9
H -1.378333 3.418198 1.940321 -1.0 0.5 -1.3
H -3.113131 3.177609 1.467397 1.3 0.5 -0.7
H -2.218904 4.664814 0.821460 0.3 -1.3 0.3
H 0.314891 2.727299 -1.495979 -0.8 0.6 0.9
H -0.628384 4.282896 -1.390926 0.3 -1.4 0.8
H 1.831108 3.640090 -0.030257 -1.5 0.5 0.6
H 0.655138 3.625192 1.355352 0.0 0.7 -1.2
H 1.647825 5.952459 0.904128 -1.4 -0.3 -0.9
H -0.194369 5.996271 0.423287 1.2 -0.2 0.2
H 0.457970 6.070227 -1.834950 0.4 -0.1 0.4
H 1.538178 7.047176 -1.106585 -0.1 -0.6 -0.1
H -4.109476 2.013545 -0.026052 0.3 0.3 -1.2
H -4.326661 1.598876 -1.787853 0.5 1.0 0.9
H -3.898231 5.489050 -1.592482 -0.4 -0.2 -0.9
H -5.769367 4.612938 0.081891 -0.7 -0.4 -0.6
F 3.158486 2.581219 -1.524888 -0.2 -0.1 -0.2
C 4.421229 2.392961 -1.095704 0.9 -0.1 0.3
C 4.658119 1.530961 -0.037430 -0.2 -0.1 0.0
C 5.962340 1.331450 0.401555 0.1 0.2 -0.2
C 7.012645 2.005033 -0.215550 0.0 0.0 0.0
C 6.761332 2.872518 -1.274149 -0.2 -0.2 0.2
C 5.458634 3.063876 -1.721230 -0.1 0.1 -0.2
H 3.826611 1.021322 0.435877 0.0 0.0 0.0
H 6.159964 0.652919 1.223635 -0.1 0.1 -0.1
H 8.029201 1.852401 0.130338 -0.1 0.0 0.0
H 7.579950 3.399488 -1.751156 -0.1 0.0 0.0
H 5.245338 3.728489 -2.549938 0.0 0.0 0.1
F -4.910161 -3.401709 6.966925 -0.1 0.1 -0.1
C -3.769868 -3.981657 7.375133 0.6 -0.3 0.2
C -3.422329 -3.930589 8.715355 -0.1 0.1 0.1
C -2.243865 -4.535596 9.138053 0.0 0.0 -0.3
C -1.421404 -5.175238 8.214293 0.1 0.0 0.0
C -1.779076 -5.215450 6.870318 -0.1 0.1 0.3
C -2.962840 -4.620197 6.448333 -0.1 0.1 -0.2
H -4.070759 -3.421254 9.418140 0.0 0.0 -0.1
H -1.966051 -4.508300 10.185493 -0.1 0.0 -0.1
H -0.500079 -5.643074 8.544348 -0.1 0.0 0.0
H -1.135824 -5.710728 6.151229 -0.1 0.0 0.1
H -3.261173 -4.649652 5.407079 0.0 0.0 0.0

[2]
50
Properties=species:S:1:pos:R:3:forces:R:3 method="wB97M-V/def2-TZVPD" total_energy_ha=-2824.98037 s_squared=0.76 spin_multiplicity=2 homo_ev="-4.1 / -4.0" lumo_energy_ev="2.616 / 0.320" total_charge=-1 homo_lumo_gap_ev="6.7 / 4.3"
Hg 13.616145 8.550704 9.976226 -0.9 0.5 1.2
Cl 18.948825 9.807670 16.247277 0.3 0.1 0.2
C 17.663091 9.575556 15.097700 0.5 0.5 -1.7
C 17.945086 9.773354 13.693288 -0.5 -0.3 2.2
C 16.940973 9.472821 12.818906 -1.3 -0.4 1.1
Cl 17.188632 9.620568 11.139564 0.2 0.1 -1.0
C 15.622230 8.956156 13.242580 1.2 -0.1 0.4
O 14.838312 8.379540 12.451426 -0.8 0.3 -0.8
C 15.378363 9.033530 14.664246 1.2 0.4 -1.3
Cl 13.775818 8.840658 15.180450 -0.9 -0.4 0.5
C 16.407434 9.259065 15.565522 0.1 -0.2 -1.0
H 18.927134 10.112269 13.374506 -0.2 -0.1 0.0
H 16.251496 9.079465 16.601829 -0.2 0.2 0.7
C 8.649051 10.847505 11.783498 1.1 -0.4 0.0
C 8.629031 9.446274 11.093433 -0.1 0.0 0.0
C 8.780953 8.293341 12.177421 -0.6 1.1 -1.1
C 7.253933 9.251918 10.362144 0.9 -0.2 1.1
Si 10.135724 9.374564 9.896890 -0.1 0.0 0.4
O 11.452292 9.275367 10.798927 1.5 -0.5 -0.1
C 9.914133 7.839769 8.763700 0.3 0.8 2.2
C 9.912770 7.974473 7.405455 -0.6 -1.0 -1.7
C 9.546055 6.864604 6.612330 0.2 -0.2 0.6
C 9.416902 5.614986 7.222353 0.1 0.1 -0.7
C 9.620019 5.450432 8.576173 -0.4 1.3 1.2
C 9.765321 6.589660 9.407576 0.8 -0.9 -1.5
C 10.207667 11.018781 8.938606 -0.8 -0.6 -0.6
C 11.106578 12.031614 9.255701 -0.4 1.1 -1.2
C 11.165505 13.212942 8.472939 -0.3 -0.4 0.2
C 10.365528 13.376376 7.340253 0.5 -0.3 0.5
C 9.472064 12.340826 7.040696 -0.3 1.0 -1.4
C 9.345399 11.216820 7.831571 0.1 0.2 0.4
H 7.900122 10.865302 12.583662 0.1 0.2 0.0
H 8.456668 11.647479 11.061674 -0.2 -0.1 0.1
H 9.668866 11.084617 12.216687 -1.1 -0.4 -0.3
H 8.356264 8.633581 13.126933 -0.3 -0.3 -0.1
H 9.809409 8.059751 12.375043 0.6 -0.1 0.0
H 8.282213 7.402685 11.774743 0.0 0.1 0.5
H 6.479197 9.265136 11.138830 -0.2 0.1 -0.2
H 7.229592 8.273302 9.890773 -0.1 -0.2 -0.1
H 7.032554 9.999653 9.610370 0.0 0.3 -0.1
H 10.199133 8.921415 6.950414 -0.4 -0.2 0.0
H 9.340039 6.914987 5.552991 0.3 0.3 -0.2
H 9.230165 4.725140 6.624089 -0.1 0.2 0.0
H 9.546989 4.466343 8.999502 0.1 -0.3 0.2
H 9.993374 6.452852 10.473675 -0.5 0.3 -0.5
H 11.750885 11.993941 10.109058 0.3 -0.4 0.4
H 11.834211 14.003610 8.790189 0.1 0.0 -0.1
H 10.455363 14.283923 6.711998 -0.2 -0.7 0.4
H 8.891610 12.476141 6.103062 0.1 -0.3 0.8
H 8.519730 10.526803 7.613873 0.6 0.0 0.0

[3]
10
Properties=species:S:1:pos:R:3:forces:R:3 method="wB97M-V/def2-TZVPD" smiles="C=C1N=C[NH+]=N1" total_energy_ha=-280.59176 spin_multiplicity=1 homo_ev="-16.4 / -16.4" lumo_energy_ev="-7.539 / -7.539" total_charge=+1 homo_lumo_gap_ev="8.9 / 8.9" de_lowest_kcal_mol=23.4
C -1.511439 0.361016 -0.036448 -1.7 1.1 -0.2
C 0.622582 -0.191971 0.014839 -3.7 -1.9 -2.3
C 1.523023 -1.210012 -0.289519 1.3 -1.9 -0.1
N -0.772275 -0.579679 -0.399723 2.5 -0.4 0.2
N -0.696131 1.448460 0.520870 0.6 -2.7 -1.4
N 0.527999 1.086193 0.487981 1.3 0.6 1.4
H -2.622125 0.355963 -0.247502 1.5 0.6 0.7
H 2.538843 -1.478100 0.138365 -1.0 1.6 -0.3
H 1.332727 -2.176403 -1.004781 -0.7 2.9 1.8
H -0.943205 2.384529 0.815915 0.0 0.2 0.1

Short version: molecular weight = 847.46; 652.44; 82.09 u, in the order given.